Entry 1:
An isolated molecule of C4H2F2 in a non-equilibrium geometry. Source: the OMol25 dataset; level of theory: the ωB97M-V functional and the def2-TZVPD basis.

Output
Orbital gap (eV): 9.955
ΔE to the lowest compared entry with this formula, charge and spin (kcal/mol): 81.24

Last column: Mulliken charge in e.
Element x y z (Å)
C1 -0.254 -2.190 -0.045  -0.149
C2 -0.125 -0.935 -0.120  0.012
C3 0.817 0.191 -0.004  -0.512
C4 -0.633 0.485 0.046  0.595
F1 -1.302 0.909 -1.013  -0.234
F2 -1.182 0.991 1.114  -0.234
H1 1.548 0.337 1.019  0.246
H2 1.131 0.211 -0.999  0.276

=====

Entry 2:
A structure of composition C10H28BaN2O8P in a non-equilibrium geometry. Source: the OMol25 dataset; level of theory: the ωB97M-V functional and the def2-TZVPD basis.

Output
Orbital gap (eV): 2.931
Charge: -1

Last column: Mulliken charge in e.
Element x y z (Å)
Ba1 29.661 -6.713 11.629  1.470
P1 26.756 -8.039 12.336  0.452
O1 25.521 -7.294 11.784  -0.884
O2 27.732 -8.386 11.251  -0.730
O3 26.508 -9.504 12.746  -0.863
O4 27.562 -7.191 13.329  -0.727
C1 28.703 -2.251 13.425  -1.652
C2 29.205 -2.971 12.178  0.108
C3 30.733 -3.305 12.171  -0.598
O5 31.040 -4.263 11.065  0.169
C4 32.336 -4.063 10.574  -1.031
N1 28.447 -4.235 12.271  -0.274
H1 28.953 -1.194 13.334  0.361
H2 29.218 -2.744 14.250  0.429
H3 27.647 -2.196 13.689  0.468
H4 28.877 -2.604 11.206  0.458
H5 30.880 -3.719 13.168  0.221
H6 31.213 -2.350 11.958  0.367
H7 32.440 -4.885 9.866  0.185
H8 33.098 -4.053 11.353  0.320
H9 32.295 -3.149 9.982  0.413
H10 28.066 -4.183 13.204  0.141
H11 27.595 -4.162 11.733  0.110
C5 29.993 -5.265 7.758  -1.572
C6 29.170 -6.460 8.270  0.666
C7 29.975 -7.754 8.504  -1.081
O6 30.918 -7.635 9.490  -0.171
C8 32.018 -8.575 9.436  -0.996
N2 28.458 -5.997 9.468  -0.718
H12 30.371 -4.583 8.519  0.212
H13 29.331 -4.684 7.115  0.455
H14 30.743 -5.572 7.028  0.402
H15 28.388 -6.711 7.553  0.421
H16 30.351 -8.216 7.592  0.501
H17 29.336 -8.544 8.897  0.426
H18 32.584 -8.202 8.582  0.354
H19 31.845 -9.611 9.143  0.350
H20 32.501 -8.717 10.402  0.257
H21 27.716 -6.637 9.710  0.280
H22 27.949 -5.190 9.137  0.179
C9 28.397 -7.512 16.367  -0.628
C10 29.724 -7.075 15.726  -0.388
O7 29.435 -6.168 14.673  -0.453
O8 27.596 -8.468 15.588  -0.565
H23 27.835 -6.598 16.562  0.245
H24 28.442 -7.972 17.354  0.383
H25 30.221 -7.979 15.375  0.168
H26 30.453 -6.641 16.410  0.300
H27 28.650 -6.529 14.255  0.595
H28 27.429 -8.088 14.723  0.464

=====

Entry 3:
A cluster of 2 separate species, C2H2FN2O2S in total in a non-equilibrium geometry. Source: the OMol25 dataset; level of theory: the ωB97M-V functional and the def2-TZVPD basis.

Output
Orbital gap (eV): 5.479
ΔE to the lowest compared entry with this formula, charge and spin (kcal/mol): 70.53
Charge: -1

Last column: Mulliken charge in e.
Element x y z (Å)
C1 3.072 0.375 -0.053  -0.382
C2 3.469 -0.950 0.048  0.750
N1 -0.027 0.346 0.295  -0.444
N2 -1.881 0.127 -0.950  -0.296
O1 3.459 -1.828 0.890  -0.587
O2 -0.664 -0.153 -0.766  0.147
F1 3.574 -1.508 -1.437  -0.402
S1 3.762 1.821 0.007  -0.380
H1 0.821 -0.161 0.381  0.332
H2 -2.254 0.500 -0.022  0.263

=====

Entry 4:
A cluster of 2 separate species, C5H14IN2S in total in a non-equilibrium geometry. Source: the OMol25 dataset; level of theory: the ωB97M-V functional and the def2-TZVPD basis.

Output
Orbital gap (eV): 9.420
ΔE to the lowest compared entry with this formula, charge and spin (kcal/mol): 12.71
Charge: +1

Last column: Mulliken charge in e.
Element x y z (Å)
C1 0.562 3.063 -1.696  -0.908
C2 1.149 -2.525 0.205  -0.867
C3 -2.352 -1.309 1.222  -0.729
C4 1.565 2.027 -1.171  -0.441
C5 0.464 -0.173 0.547  -0.010
N1 0.750 -1.434 1.067  -0.122
N2 -1.641 -0.383 0.238  -0.469
S1 1.006 0.187 -1.106  0.014
I1 0.272 1.081 2.296  0.189
H1 1.087 4.021 -1.743  0.337
H2 0.346 2.908 -2.827  0.270
H3 -0.233 3.052 -1.030  0.305
H4 0.715 -2.234 -0.816  0.322
H5 2.196 -2.757 0.197  0.289
H6 0.490 -3.369 0.535  0.345
H7 -3.435 -1.195 1.124  0.352
H8 -2.115 -2.415 0.911  0.245
H9 -2.101 -0.853 2.200  0.286
H10 1.818 2.218 -0.100  0.228
H11 2.577 1.933 -1.710  0.399
H12 0.854 -1.755 2.036  0.303
H13 -1.875 -0.731 -0.671  0.332
H14 -2.097 0.642 0.291  0.329

=====

Entry 5:
A cluster of 2 separate species, C5H7NO in total. Source: the OMol25 dataset; level of theory: the ωB97M-V functional and the def2-TZVPD basis.

Output
Orbital gap (eV): 10.610
SMILES string: C#CCC.N=C=O
ΔE to the lowest compared entry with this formula, charge and spin (kcal/mol): 47.12

Last column: Mulliken charge in e.
Element x y z (Å)
C1 -2.441 0.327 -0.173  -1.232
C2 -0.131 -0.403 -0.364  -0.546
C3 0.455 -1.342 -0.839  0.145
C4 2.611 0.254 0.618  0.698
N1 3.262 -0.676 0.177  -0.514
O1 1.906 1.104 1.002  -0.427
C5 -0.988 0.643 0.200  -0.345
H1 -3.153 0.869 0.455  0.350
H2 -2.626 0.580 -1.221  0.304
H3 -2.616 -0.746 -0.055  0.326
H4 1.004 -2.164 -1.238  0.419
H5 4.255 -0.751 0.318  0.255
H6 -0.854 0.675 1.288  0.279
H7 -0.684 1.630 -0.170  0.288

=====

Entry 6:
The ion C10H22N4O with charge +2 in a non-equilibrium geometry. Source: the OMol25 dataset; level of theory: the ωB97M-V functional and the def2-TZVPD basis.

Output
Orbital gap (eV): 9.281
SMILES string: C#[N+]CCN(NC[C@@H]([NH3+])CC=C)[C@H](C)O
ΔE to the lowest compared entry with this formula, charge and spin (kcal/mol): 50.65
Charge: +2

Last column: Mulliken charge in e.
Element x y z (Å)
C1 4.926 -0.039 1.690  0.083
C2 -2.409 -1.238 -2.784  -0.902
C3 -2.344 -1.160 -1.467  0.100
C4 2.797 1.246 1.844  -0.714
C5 2.029 1.311 0.455  -0.666
C6 2.154 -1.937 0.529  -1.519
C7 -3.378 -0.382 -0.636  -1.073
C8 -1.362 0.366 0.916  -0.950
C9 -2.787 0.581 0.340  0.029
C10 1.231 -0.952 -0.233  0.656
N1 3.967 0.529 1.844  0.110
N2 -2.736 2.020 -0.255  -0.214
N3 0.992 0.297 0.514  0.318
N4 -0.260 0.864 0.095  -0.478
O1 1.725 -0.625 -1.558  -0.554
H1 5.857 -0.432 1.348  0.452
H2 -1.698 -1.935 -3.229  0.251
H3 -3.064 -0.730 -3.493  0.277
H4 -1.714 -1.780 -0.941  0.508
H5 3.051 2.202 2.091  0.405
H6 2.236 0.731 2.531  0.438
H7 1.598 2.260 0.361  0.500
H8 2.752 1.260 -0.490  0.322
H9 2.038 -2.933 0.044  0.472
H10 3.197 -1.806 0.235  0.345
H11 1.774 -2.131 1.567  0.307
H12 -3.919 -1.163 -0.060  0.314
H13 -4.017 0.091 -1.290  0.450
H14 -1.390 -0.832 1.171  0.223
H15 -1.234 0.892 1.817  0.670
H16 -3.469 0.652 1.245  0.428
H17 0.260 -1.482 -0.221  -0.242
H18 -1.952 2.127 -0.754  0.257
H19 -2.567 2.583 0.499  0.333
H20 -3.688 2.261 -0.721  0.386
H21 -0.447 0.659 -0.920  0.326
H22 1.850 -1.375 -2.082  0.352

=====

no.,HOMO level (eV)
1,-10.642
2,-1.435
3,-3.110
4,-13.387
5,-9.794
6,-15.755